Entry 1:
Here is a structure of composition CH3F2O2PS at a distorted geometry from OMol25. Energies are from the ωB97M-V functional and the def2-TZVPD basis.

Geometry as XYZ:
```
10
Properties=species:S:1:pos:R:3:forces:R:3:mulliken_charge:R:1
C 1.246 0.083 -0.376 -2.2 1.5 -0.5 -0.91
O -2.204 1.059 -0.829 0.0 0.1 -2.8 -0.37
O -1.448 1.728 1.341 0.4 0.8 0.8 -0.39
F -0.596 -1.942 -0.802 0.5 1.0 0.7 -0.29
F 0.854 -1.837 1.158 -0.9 0.3 -0.1 -0.30
P -0.157 -0.859 0.335 1.8 -2.2 -0.6 0.59
S -2.291 0.895 0.559 -0.8 -0.2 2.1 0.67
H 1.687 0.539 0.503 -0.2 0.7 0.2 0.32
H 2.031 -0.498 -0.740 0.9 -1.4 -1.0 0.38
H 0.881 0.831 -1.148 0.6 -0.7 1.1 0.30
```
Positions in Å, forces in eV/Å.

## Properties
HOMO-LUMO gap (eV): 9.498
F_max (eV Å⁻¹): 2.842
Molar mass (g/mol): 148.070
Energy relative to the best compared isomer or geometry (same formula, charge and spin) (kJ/mol): 29.4


Entry 2:
Here is a structure of composition C37H38N4O5PtS3 at a distorted geometry from OMol25. Energies are from the ωB97M-V functional and the def2-TZVPD basis.

Geometry as XYZ:
```
88
Properties=species:S:1:pos:R:3:forces:R:3:mulliken_charge:R:1
Pt -0.497 -0.757 0.142 -0.9 -0.8 -0.5 3.30
S -0.905 -1.040 2.466 0.4 0.1 -0.9 -0.58
C -2.654 -0.988 2.256 -0.2 0.0 0.1 0.60
C -3.439 -0.302 3.173 0.1 0.0 0.0 -1.03
C -4.817 -0.165 3.007 -0.2 0.1 0.1 0.66
C -5.590 0.569 3.974 0.1 -0.1 -0.1 -0.12
N -6.198 1.147 4.765 0.1 -0.1 -0.1 -0.64
C -5.427 -0.734 1.881 -0.1 0.0 0.0 0.47
C -4.654 -1.462 0.979 0.1 0.0 0.1 -0.75
C -3.275 -1.617 1.144 -0.1 -0.1 0.0 -0.03
S -2.326 -2.543 0.007 -0.2 0.4 0.1 -0.36
C -6.836 -0.564 1.635 0.1 0.0 0.0 -0.12
N -7.961 -0.443 1.416 0.1 0.0 0.0 -0.65
H -2.960 0.176 4.019 0.0 0.0 0.0 0.45
H -5.125 -1.900 0.110 0.0 0.0 0.0 0.43
O -0.222 0.887 -2.836 -0.4 -0.3 0.1 -0.64
S -0.690 -0.410 -2.270 2.1 -0.1 0.5 -0.15
C -1.906 -1.130 -3.415 -0.4 0.0 0.4 -0.73
C -1.162 -2.005 -4.435 0.2 0.1 0.0 -0.67
C 0.336 -1.697 -4.305 -0.2 0.0 0.0 -0.73
C 0.551 -1.631 -2.807 -0.1 0.1 -0.2 -0.15
H -2.405 -0.260 -3.837 0.0 0.0 0.1 0.50
H -2.616 -1.672 -2.785 0.0 0.1 -0.1 0.15
H -1.524 -1.816 -5.447 -0.1 0.0 0.0 0.36
H -1.336 -3.059 -4.209 0.0 0.0 0.0 0.31
H 0.545 -0.711 -4.727 0.1 0.0 -0.1 0.34
H 0.968 -2.432 -4.807 0.0 -0.1 0.0 0.40
H 1.527 -1.284 -2.472 -0.1 0.0 0.1 -0.17
H 0.308 -2.576 -2.310 0.1 0.1 0.0 0.10
C 5.632 -3.975 0.279 -0.1 0.0 0.0 -1.74
C 4.137 -3.760 0.215 -0.1 0.0 0.0 -0.05
C 3.273 -4.845 0.200 0.0 0.0 0.0 -0.83
C 1.893 -4.609 0.153 0.0 0.0 0.0 0.19
C 0.916 -5.763 0.155 0.1 0.1 0.0 -1.54
C 1.410 -3.319 0.120 0.2 0.1 0.0 -0.40
C 2.251 -2.164 0.139 -0.1 -0.1 -0.1 0.53
C 3.647 -2.457 0.184 -0.2 0.0 0.0 -0.32
N 1.664 -0.934 0.069 0.0 0.9 0.4 -0.37
C 2.451 0.311 0.294 0.0 -0.3 -0.1 1.67
C 1.512 1.536 0.319 0.1 0.0 0.0 -2.68
C 2.279 2.851 0.543 0.1 -0.1 0.0 0.40
C 3.282 3.060 -0.594 0.0 0.0 0.0 -1.54
C 4.240 1.870 -0.627 0.0 0.0 0.0 0.22
C 4.986 1.771 0.712 -0.1 0.0 0.0 -1.34
C 3.980 1.601 1.860 0.0 0.0 -0.1 0.45
C 3.021 2.792 1.880 0.0 0.0 0.0 -1.63
C 3.185 0.305 1.655 0.0 0.0 -0.1 -1.32
C 3.442 0.580 -0.868 0.0 0.0 0.1 -1.33
H 5.878 -5.039 0.254 0.0 0.0 0.0 0.38
H 6.048 -3.553 1.199 0.0 0.0 0.0 0.31
H 6.137 -3.487 -0.560 0.0 0.0 0.0 0.33
H 3.659 -5.862 0.234 0.0 0.1 0.0 0.16
H 1.438 -6.721 0.214 0.0 0.0 0.0 0.37
H 0.303 -5.760 -0.750 0.0 0.0 0.0 0.27
H 0.232 -5.688 1.004 0.0 0.0 0.0 0.30
H 0.340 -3.149 0.120 0.0 0.0 0.0 0.63
H 4.381 -1.668 0.191 0.0 0.0 0.0 0.66
H 0.786 1.416 1.126 -0.1 -0.1 0.0 0.47
H 0.975 1.596 -0.629 -0.1 -0.1 0.0 0.16
H 1.565 3.680 0.559 -0.1 0.0 0.0 0.35
H 3.835 3.999 -0.451 0.0 0.0 0.0 0.55
H 2.746 3.127 -1.548 0.0 0.0 0.0 0.50
H 4.964 2.005 -1.438 0.0 0.0 0.0 0.27
H 5.586 2.678 0.871 0.0 0.0 0.0 0.54
H 5.677 0.919 0.692 0.0 0.0 0.0 0.55
H 4.521 1.551 2.812 0.0 0.0 0.0 0.25
H 3.570 3.728 2.053 0.0 0.0 0.0 0.56
H 2.300 2.670 2.695 0.0 0.0 0.0 0.49
H 2.427 0.185 2.438 0.0 0.0 0.0 0.34
H 3.858 -0.546 1.735 0.0 0.0 0.0 0.67
H 4.134 -0.250 -1.000 0.0 0.0 -0.1 0.63
H 2.858 0.664 -1.792 0.0 0.0 0.0 0.42
O -3.240 0.784 -1.666 0.2 0.0 0.1 -0.68
C -2.961 1.344 -0.590 0.1 -0.3 0.2 0.14
O -2.120 1.015 0.291 -0.2 0.4 -0.4 -0.73
C -3.767 2.583 -0.238 0.0 0.0 0.1 0.31
C -5.137 2.607 -0.446 -0.2 0.1 0.0 -0.58
C -5.891 3.717 -0.079 0.0 -0.1 0.0 -0.62
C -5.274 4.829 0.463 0.0 0.2 0.1 -0.50
C -3.900 4.798 0.652 -0.1 -0.3 -0.1 -0.01
C -3.143 3.682 0.337 0.1 0.2 0.1 -0.18
N -3.238 5.986 1.213 -0.3 -0.3 -0.2 1.07
O -3.921 6.957 1.464 -0.5 0.4 0.1 -0.67
O -2.047 5.949 1.396 0.7 -0.1 0.1 -0.62
H -5.614 1.742 -0.892 0.1 0.0 0.0 0.47
H -6.965 3.711 -0.219 0.0 0.0 0.0 0.37
H -5.829 5.711 0.746 0.0 0.0 0.0 0.46
H -2.081 3.662 0.539 0.0 -0.1 0.0 0.71
```
Positions in Å, forces in eV/Å.

## Properties
HOMO-LUMO gap (eV): 5.503
F_max (eV Å⁻¹): 2.118
Molar mass (g/mol): 910.013
Total charge: -2
Energy relative to the best compared isomer or geometry (same formula, charge and spin) (kJ/mol): 176.2


Entry 3:
Here is a cluster of 6 separate species, C22H42Cl2N6O8 in total at a distorted geometry from OMol25. Energies are from the ωB97M-V functional and the def2-TZVPD basis.

Geometry as XYZ:
```
80
Properties=species:S:1:pos:R:3:forces:R:3:mulliken_charge:R:1
C 2.144 1.499 -0.340 -0.3 1.0 0.0 -1.06
C 1.204 0.438 0.355 0.1 0.0 -1.4 -0.02
Cl 2.263 -0.833 1.105 -0.3 0.6 -0.3 -0.17
C 0.058 1.082 1.332 0.7 -2.3 -1.5 0.50
Cl -0.173 -0.200 2.626 -0.5 1.7 -0.4 -0.11
C -1.164 1.154 0.366 -0.6 2.4 -2.5 -0.20
C -1.338 2.093 -0.692 0.0 -3.7 3.5 0.16
N -0.571 3.237 -1.009 -1.5 0.5 0.8 -0.44
C -2.445 1.362 -1.498 2.3 -1.1 -4.9 0.49
O -2.274 1.234 -2.697 -1.2 1.2 1.4 -0.53
O -3.211 0.335 -0.885 3.3 2.6 2.1 -0.16
C -2.506 0.387 0.349 -1.5 1.2 3.9 -0.08
O -3.110 0.302 1.398 0.8 -1.2 -1.7 -0.46
H 1.958 2.535 0.088 0.3 -1.1 -0.3 0.23
H 3.234 1.295 -0.216 -1.0 -0.1 0.1 0.47
H 1.956 1.597 -1.445 0.1 -0.2 1.1 0.13
H 0.651 -0.097 -0.482 0.7 0.4 1.3 0.35
H 0.480 2.045 1.705 -0.9 -0.8 0.0 0.44
H -0.742 3.887 -0.224 0.2 -0.1 -0.8 0.35
H 0.435 3.154 -1.109 -0.1 -0.6 -0.3 0.10
C 1.491 5.851 -5.570 0.2 0.3 0.3 -0.93
N 1.826 5.207 -4.316 -0.1 -0.6 0.1 -0.07
C 1.695 3.900 -3.982 0.1 0.4 0.1 0.84
C 1.134 2.960 -5.013 0.0 -0.1 0.0 -1.51
O 2.033 3.517 -2.864 0.0 -0.1 0.1 -0.68
H 2.394 6.312 -5.973 -0.1 0.0 -0.2 0.29
H 0.753 6.631 -5.371 0.0 0.0 -0.2 0.32
H 1.088 5.150 -6.296 0.0 0.0 0.1 0.35
H 2.209 5.774 -3.574 0.0 0.0 -0.1 0.24
H 1.092 1.954 -4.599 0.0 0.1 0.1 0.32
H 0.122 3.263 -5.287 0.1 0.0 -0.1 0.41
H 1.775 2.943 -5.896 -0.1 0.0 -0.1 0.39
C -5.310 -1.301 -1.891 0.2 0.0 -0.4 -0.74
N -5.125 -1.774 -3.248 -0.3 -0.4 0.0 -0.10
C -5.741 -2.817 -3.868 0.3 0.1 -0.5 0.75
C -6.751 -3.608 -3.081 -0.1 -0.1 0.0 -1.18
O -5.467 -3.085 -5.029 -0.1 -0.1 0.1 -0.65
H -5.636 -0.260 -1.932 0.0 0.0 0.3 0.17
H -4.354 -1.354 -1.380 -0.3 -0.1 0.2 0.32
H -6.044 -1.890 -1.347 0.0 0.0 -0.2 0.36
H -4.462 -1.292 -3.837 0.0 0.0 0.1 0.18
H -7.153 -4.402 -3.707 0.1 0.1 0.0 0.30
H -6.276 -4.062 -2.208 -0.1 0.1 0.1 0.33
H -7.574 -2.962 -2.768 0.1 -0.1 0.2 0.32
C -4.817 -4.077 4.522 0.2 -0.3 0.4 -0.84
N -3.397 -4.284 4.718 0.2 0.2 -0.3 -0.15
C -2.362 -3.695 4.062 0.3 -0.2 0.2 0.62
C -2.687 -2.693 2.988 0.0 0.0 -0.1 -1.06
O -1.209 -3.986 4.354 -0.3 0.2 -0.3 -0.59
H -5.249 -3.729 5.463 -0.2 0.1 -0.1 0.28
H -5.273 -5.032 4.255 -0.2 0.1 -0.1 0.28
H -5.020 -3.349 3.741 0.1 0.0 0.1 0.33
H -3.102 -4.943 5.424 -0.1 0.0 0.0 0.21
H -1.762 -2.311 2.559 -0.1 -0.2 0.1 0.11
H -3.267 -3.168 2.194 -0.1 0.1 0.0 0.36
H -3.243 -1.854 3.412 -0.1 0.0 -0.2 0.41
C 6.739 4.869 -1.709 0.2 0.5 0.0 -0.80
N 6.534 5.633 -2.923 -0.2 -0.3 -0.2 -0.16
C 5.940 5.232 -4.080 0.1 0.4 -0.3 0.72
C 5.415 3.824 -4.150 -0.1 -0.1 0.0 -1.03
O 5.845 6.009 -5.020 -0.1 -0.1 0.1 -0.66
H 6.238 5.385 -0.887 0.0 -0.2 0.1 0.27
H 7.811 4.830 -1.503 -0.1 -0.2 0.2 0.29
H 6.350 3.858 -1.791 0.0 0.1 -0.1 0.31
H 6.860 6.587 -2.950 0.0 -0.1 0.0 0.23
H 4.971 3.652 -5.130 0.1 0.1 0.0 0.24
H 6.230 3.110 -4.011 -0.1 -0.1 0.1 0.45
H 4.646 3.673 -3.390 0.1 -0.2 0.0 0.16
C 3.461 -5.275 7.274 0.0 -0.2 0.5 -0.78
N 2.236 -5.639 7.954 -0.2 0.0 -0.2 -0.16
C 0.968 -5.651 7.457 -0.2 -0.1 0.2 0.74
C 0.768 -5.242 6.023 0.1 -0.2 0.2 -0.92
O 0.036 -5.989 8.175 0.1 0.0 -0.1 -0.67
H 4.139 -6.131 7.299 0.2 0.1 -0.2 0.27
H 3.922 -4.442 7.811 0.2 0.0 -0.2 0.27
H 3.285 -4.984 6.242 -0.1 0.0 0.1 0.31
H 2.291 -5.924 8.920 0.0 0.0 -0.1 0.23
H -0.286 -5.302 5.774 0.2 0.0 0.1 0.06
H 1.098 -4.213 5.875 0.0 -0.1 -0.2 0.36
H 1.318 -5.914 5.360 0.1 0.2 -0.1 0.32
```
Positions in Å, forces in eV/Å.

## Properties
HOMO-LUMO gap (eV): 7.968
F_max (eV Å⁻¹): 5.504
Molar mass (g/mol): 589.518
SMILES: C[C@@H](Cl)[C@H](Cl)C1=C(N)C(=O)OC1=O.CNC(C)=O.CNC(C)=O.CNC(C)=O.CNC(C)=O.CNC(C)=O
Energy relative to the best compared isomer or geometry (same formula, charge and spin) (kJ/mol): 280.8